C4H6NS | wB97M-V/def2-TZVPD

Calculated values
Energy above the lowest of the compared OMol25 structures with the same formula, charge and spin = 113.1 kcal per mole
LUMO (alpha / beta) = -0.2784 / -0.2786 Eh
Frontier orbital gap (alpha / beta) = 6.7165 / 6.7135 eV
Charge = +1
Total energy = -16557.6650 eV

Each line ends with the natural charge from an NBO analysis.
Positions of all 12 atoms, in Å:
H  -1.20  1.91  0.30  0.252
H  0.99  -2.13  1.80  0.283
N  0.00  -0.85  0.22  -0.215
C  0.75  1.49  -0.65  -0.419
C  -0.79  1.47  -0.50  -0.409
C  0.28  -2.09  0.85  -0.384
H  0.94  1.52  -1.77  0.294
S  -1.49  -2.35  1.27  0.365
H  0.73  -2.76  -0.01  0.273
H  -1.49  1.39  -1.42  0.282
C  0.02  0.32  -0.19  0.395
H  1.26  2.08  0.08  0.281

C22H24N6PSTi | wB97M-V/def2-TZVPD

Calculated values
LUMO (alpha / beta) = -0.2734 / -0.2684 Eh
Frontier orbital gap (alpha / beta) = 7.1353 / 7.2501 eV
Charge = +2
Total energy = -75371.5236 eV
Spin multiplicity = 2
Expectation value of S² = 0.75

Each line ends with the natural charge from an NBO analysis.
Positions of all 55 atoms, in Å:
H  -2.96  -2.35  -4.29  0.242
C  2.54  2.24  -1.32  0.332
H  -0.33  1.68  -1.77  0.245
S  2.85  0.50  -1.10  -0.231
H  -1.77  -3.44  -0.34  0.218
H  2.18  -4.02  -1.43  0.263
H  1.32  -3.85  1.66  0.262
H  -3.45  -3.42  -2.11  0.237
C  0.50  1.25  5.07  -0.077
C  -2.22  -2.34  -3.50  -0.183
N  1.82  3.00  -0.51  -0.410
H  0.35  1.55  6.10  0.259
H  2.82  -2.40  -1.78  0.261
C  -3.23  0.16  0.19  -0.221
H  3.69  2.29  -3.01  0.427
C  -0.28  -2.38  -1.49  -0.276
N  -0.91  0.64  -0.07  -0.602
C  -2.65  1.92  -3.05  0.206
H  -0.37  -3.34  1.60  0.243
H  2.09  4.62  1.88  0.278
C  -0.98  -1.75  -3.72  -0.185
C  0.49  -3.64  0.99  -0.937
C  1.06  4.27  1.81  -0.688
H  0.56  3.28  4.32  0.256
H  0.90  -1.44  3.08  0.218
C  -3.50  0.77  -1.03  -0.061
C  0.61  2.23  4.07  -0.200
H  3.26  -3.21  -0.28  0.262
H  -0.76  -1.29  -4.67  0.240
H  -4.02  -0.27  0.79  0.263
C  -1.16  1.24  -1.24  0.104
N  0.90  0.52  2.44  -0.597
H  0.24  -4.55  0.45  0.269
P  1.00  -2.35  -0.18  0.789
H  0.95  -1.31  -2.91  0.228
H  -4.51  0.83  -1.42  0.265
C  0.59  -0.08  4.73  -0.231
C  0.80  1.83  2.77  0.171
C  1.05  2.80  1.64  0.309
N  -2.80  2.38  -4.09  -0.178
H  -1.68  -0.39  1.56  0.221
C  -2.45  1.31  -1.76  -0.098
H  0.63  4.75  0.93  0.276
C  -1.53  -2.96  -1.28  -0.233
C  -0.02  -1.76  -2.72  -0.249
C  -2.49  -2.95  -2.28  -0.199
H  0.52  4.59  2.70  0.237
H  3.00  3.81  -2.52  0.430
C  2.46  -3.06  -1.00  -0.914
C  -1.93  0.10  0.63  0.077
H  0.53  -0.86  5.48  0.263
Ti  1.04  0.21  0.40  1.446
C  0.80  -0.41  3.40  0.104
N  3.09  2.82  -2.39  -0.744
N  1.39  2.22  0.55  -0.387

So what do the calculations give for maximum force? Going down the list: 4.4; 1.3 eV/A.